C3H10OS2 | the ωB97M-V functional and the def2-TZVPD basis

Each atom is followed by the atoms it is bonded to, with distances in Å.
CARTESIAN COORDINATES (ANGSTROEM)
1 C 2.020 0.279 0.955  C2 1.527, H6 1.101, H7 1.093, H8 1.087
2 C 0.954 0.782 -0.015  C1 1.527, C3 1.529, H9 1.088, H10 1.097
3 C 0.387 -0.468 -0.689  C2 1.529, S4 1.857, H11 1.090, H12 1.091
4 S -0.726 -0.154 -2.142  C3 1.857, S5 1.975
5 S -1.841 -1.717 -2.606  S4 1.975, H13 1.353
6 H 2.906 -0.009 0.367  C1 1.101
7 H 2.511 1.038 1.570  C1 1.093
8 H 1.692 -0.541 1.588  C1 1.087
9 H 1.380 1.503 -0.709  C2 1.088
10 H 0.138 1.242 0.555  C2 1.097
11 H -0.128 -1.064 0.065  C3 1.090
12 H 1.247 -1.019 -1.072  C3 1.091
13 H -2.718 -2.062 -1.636  S5 1.353
14 O -2.796 0.837 1.567  H15 0.944, H16 0.942
15 H -2.941 0.060 1.052  O14 0.944
16 H -2.086 1.293 1.150  O14 0.942

The HOMO energy is -8.78 eV. The multiplicity is 1. The calculation puts the largest force on an atom at 0.04660 hartree/bohr. Its structure (SMILES) is CCCSS.O. The gap between HOMO and LUMO comes out at 0.3390 hartree. The energy above the lowest of the compared OMol25 structures with the same formula, charge and spin comes out at 56.68 kJ/mol.

=====

C3H10OS2 | the ωB97M-V functional and the def2-TZVPD basis

Each atom is followed by the atoms it is bonded to, with distances in Å.
CARTESIAN COORDINATES (ANGSTROEM)
1 C -0.746 0.788 -1.818  C2 1.510, H6 1.095, H7 1.083, H8 1.101
2 C 0.508 1.152 -1.058  C1 1.510, S3 1.734, H9 1.102, H10 1.121
3 S 0.290 1.612 0.600  C2 1.734
4 S 0.349 -1.902 -1.181  C5 1.776
5 C 0.825 -1.699 0.517  S4 1.776, H11 1.096, H12 1.114, H13 1.086
6 H -1.436 1.635 -1.746  C1 1.095
7 H -0.747 0.370 -2.817  C1 1.083
8 H -1.183 0.038 -1.141  C1 1.101
9 H 0.973 2.065 -1.461  C2 1.102
10 H 1.246 0.308 -1.061  C2 1.121
11 H 0.551 -2.617 1.049  C5 1.096
12 H 0.172 -0.898 0.933  C5 1.114
13 H 1.863 -1.450 0.719  C5 1.086
14 H -1.102 0.380 3.569  O16 0.972
15 H -0.523 0.379 2.132  O16 0.979
16 O -1.040 -0.161 2.764  H14 0.972, H15 0.979

The HOMO energy is -8.63 eV. The multiplicity is 1. The calculation puts the largest force on an atom at 0.04629 hartree/bohr. The gap between HOMO and LUMO comes out at 0.1802 hartree. The energy above the lowest of the compared OMol25 structures with the same formula, charge and spin comes out at 438.23 kJ/mol.

=====

C3H10OS2 | the ωB97M-V functional and the def2-TZVPD basis

Each atom is followed by the atoms it is bonded to, with distances in Å.
CARTESIAN COORDINATES (ANGSTROEM)
1 C 0.138 2.608 1.923  C2 1.520, H4 1.088, H5 1.084, H6 1.089
2 C 1.547 2.501 1.364  C1 1.520, O3 1.429, H7 1.073, H8 1.085
3 O 1.617 1.768 0.139  C2 1.429, H9 0.973
4 H -0.570 2.613 1.097  C1 1.088
5 H 0.016 3.585 2.375  C1 1.084
6 H -0.131 1.782 2.581  C1 1.089
7 H 1.919 3.477 1.120  C2 1.073
8 H 2.205 2.030 2.088  C2 1.085
9 H 1.574 0.821 0.355  O3 0.973
10 C -0.012 -2.419 -1.800  S11 1.805, H13 1.082, H14 1.083, H15 1.088
11 S 0.143 -1.348 -0.356  C10 1.805, S12 2.106
12 S -1.882 -0.780 -0.267  S11 2.106, H16 1.340
13 H -0.717 -3.223 -1.633  C10 1.082
14 H -0.357 -1.816 -2.631  C10 1.083
15 H 0.976 -2.798 -2.053  C10 1.088
16 H -1.617 0.532 -0.208  S12 1.340

The HOMO energy is -8.73 eV. The multiplicity is 1. The calculation puts the largest force on an atom at 0.01519 hartree/bohr. Its structure (SMILES) is CCO.CSS. The gap between HOMO and LUMO comes out at 0.3344 hartree. The energy above the lowest of the compared OMol25 structures with the same formula, charge and spin comes out at 64.57 kJ/mol.

=====

C3H10OS2 | the ωB97M-V functional and the def2-TZVPD basis

Each atom is followed by the atoms it is bonded to, with distances in Å.
CARTESIAN COORDINATES (ANGSTROEM)
1 C -0.780 -0.541 0.027  C2 1.534, C3 1.524, H6 1.085, H7 1.112
2 C -2.211 -1.062 0.209  C1 1.534, H8 1.091, H9 1.080, H10 1.086
3 C -0.411 -0.748 -1.437  C1 1.524, S4 1.839, H11 1.091, H12 1.097
4 S 1.059 0.233 -1.945  C3 1.839, S5 2.059
5 S 2.578 -0.102 -0.597  S4 2.059, H13 1.368
6 H -0.749 0.473 0.413  C1 1.085
7 H -0.034 -1.030 0.691  C1 1.112
8 H -2.807 -0.585 -0.571  C2 1.091
9 H -2.801 -0.945 1.106  C2 1.080
10 H -2.192 -2.053 -0.235  C2 1.086
11 H -0.124 -1.748 -1.767  C3 1.091
12 H -1.262 -0.428 -2.051  C3 1.097
13 H 2.335 0.642 0.525  S5 1.368
14 H 3.097 3.135 1.989  O16 0.962
15 H 1.814 2.348 1.483  O16 0.958
16 O 2.488 2.411 2.161  H14 0.962, H15 0.958

The HOMO energy (alpha / beta) is -15.27 / -15.23 eV. The charge is +1. The multiplicity is 2. The calculation puts the largest force on an atom at 0.04203 hartree/bohr. Its expectation value of S² is 0.76. The gap between HOMO and LUMO (alpha / beta) comes out at 0.3793 / 0.2353 hartree. The energy above the lowest of the compared OMol25 structures with the same formula, charge and spin comes out at 115.39 kJ/mol.

=====

C3H10S | the ωB97M-V functional and the def2-TZVPD basis

Each atom is followed by the atoms it is bonded to, with distances in Å.
CARTESIAN COORDINATES (ANGSTROEM)
1 C 1.345 -0.445 1.920  H2 1.087, H3 1.094, H4 1.094, H5 1.085
2 H 1.300 -0.763 0.881  C1 1.087
3 H 0.661 0.406 1.988  C1 1.094
4 H 0.935 -1.247 2.540  C1 1.094
5 H 2.296 -0.154 2.354  C1 1.085
6 C -1.837 0.451 -0.304  S7 1.795, H9 1.076, H10 1.089, H11 1.088
7 S -0.264 1.246 -0.641  C6 1.795, C8 1.787
8 C 0.439 0.054 -1.773  S7 1.787, H12 1.099, H13 1.086, H14 1.090
9 H -2.183 0.841 0.638  C6 1.076
10 H -2.530 0.705 -1.104  C6 1.089
11 H -1.723 -0.629 -0.378  C6 1.088
12 H -0.218 0.081 -2.653  C8 1.099
13 H 0.362 -0.950 -1.369  C8 1.086
14 H 1.419 0.404 -2.099  C8 1.090

The HOMO energy (alpha / beta) is -16.32 / -16.80 eV. The charge is +1. The multiplicity is 2. The calculation puts the largest force on an atom at 0.02209 hartree/bohr. Its expectation value of S² is 0.75. The gap between HOMO and LUMO (alpha / beta) comes out at 0.4701 / 0.3071 hartree. The energy above the lowest of the compared OMol25 structures with the same formula, charge and spin comes out at 3.15 kJ/mol.

=====

C3H10S | the ωB97M-V functional and the def2-TZVPD basis

Each atom is followed by the atoms it is bonded to, with distances in Å.
CARTESIAN COORDINATES (ANGSTROEM)
1 C -1.162 -1.295 -1.794  S2 1.844, H3 1.079, H4 1.103, H5 1.109
2 S -1.455 -0.587 -0.116  C1 1.844, H6 1.357
3 H -0.552 -2.125 -1.475  C1 1.079
4 H -2.123 -1.687 -2.169  C1 1.103
5 H -0.616 -0.552 -2.410  C1 1.109
6 H -2.619 -0.007 -0.508  S2 1.357
7 C 1.907 1.907 0.739  C8 1.528, H9 1.098, H10 1.099, H11 1.114
8 C 2.106 0.547 1.406  C7 1.528, H12 1.218, H13 1.125, H14 1.139
9 H 2.870 2.222 0.316  C7 1.098
10 H 1.536 2.458 1.614  C7 1.099
11 H 1.243 1.892 -0.155  C7 1.114
12 H 2.524 -0.219 0.556  C8 1.218
13 H 2.741 0.511 2.335  C8 1.125
14 H 1.172 -0.057 1.652  C8 1.139

The HOMO energy (alpha / beta) is -14.30 / -14.30 eV. The charge is +1. The multiplicity is 2. The calculation puts the largest force on an atom at 0.08651 hartree/bohr. Its expectation value of S² is 0.75. The gap between HOMO and LUMO (alpha / beta) comes out at 0.3521 / 0.1744 hartree. The energy above the lowest of the compared OMol25 structures with the same formula, charge and spin comes out at 150.07 kJ/mol.

=====

C3H10S2 | the ωB97M-V functional and the def2-TZVPD basis

Each atom is followed by the atoms it is bonded to, with distances in Å.
CARTESIAN COORDINATES (ANGSTROEM)
1 C -0.765 -0.360 2.251  S2 1.841, H3 1.153, H4 1.085, H5 1.145
2 S 0.355 -0.433 3.711  C1 1.841, H6 1.420
3 H -0.384 0.225 1.333  C1 1.153
4 H -1.675 0.069 2.659  C1 1.085
5 H -0.868 -1.452 1.922  C1 1.145
6 H 1.576 -0.094 3.070  S2 1.420
7 C 0.455 -0.780 -1.931  C8 1.561, H10 1.140, H11 1.104, H12 1.068
8 C -0.371 0.517 -1.666  C7 1.561, S9 1.851, H13 1.094, H14 1.107
9 S 0.818 1.927 -1.825  C8 1.851, H15 1.319
10 H 0.756 -0.418 -2.969  C7 1.140
11 H 1.262 -0.841 -1.180  C7 1.104
12 H -0.237 -1.564 -1.715  C7 1.068
13 H -0.926 0.415 -0.729  C8 1.094
14 H -1.239 0.656 -2.338  C8 1.107
15 H 1.242 2.133 -0.593  S9 1.319

The HOMO energy (alpha / beta) is 0.85 / -5.30 eV. The charge is -1. The multiplicity is 2. The calculation puts the largest force on an atom at 0.05937 hartree/bohr. Its expectation value of S² is 0.75. The gap between HOMO and LUMO (alpha / beta) comes out at 0.0941 / 0.3241 hartree. The energy above the lowest of the compared OMol25 structures with the same formula, charge and spin comes out at 228.01 kJ/mol.

=====

C3H10S2 | the ωB97M-V functional and the def2-TZVPD basis

Each atom is followed by the atoms it is bonded to, with distances in Å.
CARTESIAN COORDINATES (ANGSTROEM)
1 C -2.653 -0.579 -0.249  S2 1.926, H4 1.101, H5 1.087, H6 1.073
2 S -1.219 0.630 0.185  C1 1.926, C3 1.814
3 C -0.989 0.162 1.922  S2 1.814, H7 1.084, H8 1.095, H9 1.092
4 H -2.891 -0.367 -1.303  C1 1.101
5 H -3.488 -0.422 0.429  C1 1.087
6 H -2.344 -1.606 -0.211  C1 1.073
7 H -1.633 0.612 2.670  C3 1.084
8 H -1.032 -0.931 1.980  C3 1.095
9 H 0.026 0.504 2.134  C3 1.092
10 C 2.215 0.375 -1.566  S11 1.904, H12 1.104, H13 1.071, H14 1.110
11 S 3.093 -0.060 0.067  C10 1.904, H15 1.318
12 H 2.569 -0.363 -2.308  C10 1.104
13 H 1.178 0.616 -1.446  C10 1.071
14 H 2.884 1.203 -1.879  C10 1.110
15 H 4.283 0.224 -0.425  S11 1.318

The HOMO energy is -8.71 eV. The multiplicity is 1. The calculation puts the largest force on an atom at 0.07133 hartree/bohr. Its structure (SMILES) is CSC.CS. The gap between HOMO and LUMO comes out at 0.3537 hartree. The energy above the lowest of the compared OMol25 structures with the same formula, charge and spin comes out at 92.15 kJ/mol.

=====

C3H10S2 | the ωB97M-V functional and the def2-TZVPD basis

Each atom is followed by the atoms it is bonded to, with distances in Å.
CARTESIAN COORDINATES (ANGSTROEM)
1 C 2.731 0.361 -1.405  C2 1.486, H4 1.109, H5 1.214, H6 1.131
2 C 2.585 -1.086 -1.711  C1 1.486, S3 1.833, H7 1.129, H8 1.101
3 S 2.954 -2.078 -0.215  C2 1.833, H9 1.462
4 H 3.195 0.588 -0.424  C1 1.109
5 H 1.683 0.973 -1.361  C1 1.214
6 H 3.348 0.831 -2.228  C1 1.131
7 H 1.582 -1.549 -1.944  C2 1.129
8 H 3.268 -1.231 -2.561  C2 1.101
9 H 2.951 -0.929 0.689  S3 1.462
10 C -4.181 0.848 2.243  S11 1.715, H12 1.148, H13 1.129, H14 1.120
11 S -3.087 0.298 1.043  C10 1.715, H15 1.384
12 H -3.791 0.795 3.321  C10 1.148
13 H -4.218 1.966 2.087  C10 1.129
14 H -5.247 0.562 2.434  C10 1.120
15 H -3.774 -0.351 0.032  S11 1.384

The HOMO energy is -8.84 eV. The multiplicity is 1. The calculation puts the largest force on an atom at 0.09688 hartree/bohr. Its structure (SMILES) is CCS.CS. The gap between HOMO and LUMO comes out at 0.3544 hartree. The energy above the lowest of the compared OMol25 structures with the same formula, charge and spin comes out at 190.53 kJ/mol.

=====

C3H10S2 | the ωB97M-V functional and the def2-TZVPD basis

Each atom is followed by the atoms it is bonded to, with distances in Å.
CARTESIAN COORDINATES (ANGSTROEM)
1 C -0.643 2.977 0.685  S2 1.808, H4 1.097, H5 1.069, H6 1.133
2 S -0.741 1.703 1.964  C1 1.808, C3 1.808
3 C -2.504 1.329 2.110  S2 1.808, H7 1.125, H8 1.125, H9 1.069
4 H -1.611 3.062 0.175  C1 1.097
5 H -0.041 2.442 -0.017  C1 1.069
6 H -0.342 3.956 1.170  C1 1.133
7 H -2.890 1.851 3.030  C3 1.125
8 H -3.211 1.693 1.314  C3 1.125
9 H -2.671 0.299 2.342  C3 1.069
10 C 2.560 -2.707 -2.070  S11 1.832, H12 1.075, H13 1.074, H14 1.103
11 S 1.972 -4.213 -2.931  C10 1.832, H15 1.316
12 H 1.808 -1.943 -2.001  C10 1.075
13 H 3.010 -3.066 -1.163  C10 1.074
14 H 3.397 -2.294 -2.658  C10 1.103
15 H 1.905 -5.089 -1.951  S11 1.316

The HOMO energy is -8.41 eV. The multiplicity is 1. The calculation puts the largest force on an atom at 0.05249 hartree/bohr. Its structure (SMILES) is CSC.CS. The gap between HOMO and LUMO comes out at 0.3384 hartree. The energy above the lowest of the compared OMol25 structures with the same formula, charge and spin comes out at 107.18 kJ/mol.

=====

Number 1: electronic energy -26990.7027 eV. Number 2: electronic energy -26986.7482 eV. Number 3: electronic energy -26990.6209 eV. Number 4: electronic energy -26981.8011 eV. Number 5: electronic energy -14099.5308 eV. Number 6: electronic energy -14098.0082 eV. Number 7: electronic energy -24941.3876 eV. Number 8: electronic energy -24942.7415 eV. Number 9: electronic energy -24941.7218 eV. Number 10: electronic energy -24942.5857 eV.